--- A ---
Below is a cluster of 15 separate species, C15H60O15 in total, with properties calculated with ωB97M-V/def2-TZVPD.

Geometry as XYZ:
```
90
Properties=species:S:1:pos:R:3:mulliken_charge:R:1
C -0.3558 -3.9432 2.8953 -1.09
O -0.3588 -2.8932 1.9633 -0.89
H -0.3408 -4.8852 2.4063 0.36
H -1.1978 -3.8022 3.5203 0.28
H 0.5802 -3.8962 3.4783 0.40
H 0.4152 -2.2922 2.1833 0.21
C 1.6132 4.0818 2.6653 -0.87
O 1.6742 3.1868 1.5833 -0.21
H 2.3032 3.7248 3.4173 0.26
H 0.5552 4.0948 3.0003 0.27
H 1.8562 5.0958 2.3203 0.27
H 1.1612 3.5718 0.8853 0.28
C 0.7702 -0.8072 -3.5017 -0.72
O 1.3722 -2.1102 -3.5647 -0.61
H 0.0832 -0.7342 -2.6747 -0.05
H 0.1082 -0.7222 -4.3687 0.43
H 1.4932 0.0038 -3.5567 0.48
H 1.3062 -2.4552 -2.6547 0.38
C 0.1722 0.8028 -0.1477 1.48
O 0.2462 -0.6022 -0.0837 3.00
H 0.2132 1.2658 0.8403 -0.24
H -0.8058 1.1388 -0.5897 -0.46
H 0.8932 1.2798 -0.8677 -1.16
H -0.5818 -1.0132 0.1993 -0.91
C 3.1752 3.5348 -1.0527 0.37
O 4.2462 3.4338 -2.0207 -0.55
H 2.5152 2.6858 -0.9367 -0.38
H 2.6142 4.4308 -1.2837 0.34
H 3.6662 3.6838 -0.0477 0.22
H 4.8952 4.0918 -1.9087 0.30
C 1.3312 -0.3612 2.7253 -0.79
O 1.9412 -1.5852 2.3313 -0.54
H 1.8752 0.5058 2.3273 0.34
H 1.2732 -0.2892 3.8023 0.69
H 0.2562 -0.2492 2.4173 -0.11
H 2.6752 -1.7732 2.9443 0.32
C -2.7628 -0.6602 -0.6857 -0.26
O -2.3218 -1.2332 0.5213 -0.49
H -1.9978 -0.5232 -1.4527 -0.18
H -3.2948 0.2928 -0.4837 0.11
H -3.5118 -1.3782 -1.0937 0.51
H -2.2738 -2.1872 0.4653 0.43
C 3.3112 0.1058 -1.3317 -0.29
O 2.9862 0.1348 0.0753 -0.67
H 2.9422 -0.8302 -1.7657 -0.01
H 4.3612 0.0768 -1.5837 0.39
H 2.8422 0.8838 -1.8757 -0.07
H 2.0202 0.0208 0.1253 -0.38
C -1.4818 -3.0892 -2.6397 -0.08
O -2.2088 -2.1132 -3.3007 -0.47
H -0.7688 -3.5952 -3.2977 0.42
H -2.2108 -3.7672 -2.2487 0.51
H -0.9608 -2.6602 -1.8227 -0.40
H -2.7668 -2.5482 -3.9757 0.29
C -2.2088 2.2398 1.4543 -0.45
O -3.4868 2.4738 2.0443 -0.58
H -1.4448 2.8548 1.8923 0.35
H -2.1908 2.4888 0.3743 0.35
H -1.9788 1.1798 1.5153 -0.05
H -4.1258 2.0098 1.4793 0.35
C -0.3788 1.9798 4.5113 0.25
O -1.7378 2.0408 4.3903 -0.51
H -0.0358 1.8758 3.5023 -0.59
H -0.0398 1.0598 5.0453 0.29
H 0.1102 2.8698 4.9653 0.30
H -2.0818 1.2338 3.9763 0.29
C -2.3098 -5.2882 0.7963 -0.78
O -2.0338 -4.0312 0.3183 -0.45
H -1.6608 -6.1112 0.4653 0.29
H -3.3148 -5.5772 0.6043 0.30
H -2.1708 -5.3312 1.8783 0.29
H -1.3398 -3.7242 0.9393 0.34
C -0.1578 4.0708 -1.3137 -0.50
O -0.0298 4.3708 -0.0107 -0.59
H -1.0888 3.4558 -1.3427 0.17
H 0.6502 3.4658 -1.6757 0.06
H -0.2888 4.9198 -1.9517 0.39
H -0.8828 4.6968 0.1863 0.34
C -1.2508 1.7918 -3.3577 -0.23
O -1.5268 3.0738 -3.8057 -0.51
H -0.1928 1.7018 -2.9537 -0.18
H -1.3678 1.0298 -4.1057 0.42
H -1.9898 1.4648 -2.5417 0.12
H -2.3048 3.1058 -4.3397 0.32
C 1.1772 -4.4102 -1.0037 -0.46
O 1.4432 -3.0432 -1.0427 -0.59
H 1.9912 -5.0522 -0.6867 0.33
H 0.9662 -4.6832 -2.0357 0.31
H 0.2502 -4.6062 -0.3217 0.06
H 1.4892 -2.7232 -0.1267 0.14
```

Kohn-Sham gap = 9.59 eV


--- B ---
Below is a cluster of 15 separate species, C15H60O15 in total, with properties calculated with ωB97M-V/def2-TZVPD.

Geometry as XYZ:
```
90
Properties=species:S:1:pos:R:3:mulliken_charge:R:1
C -1.1757 -0.1283 4.8642 -0.08
O -0.0745 -0.0030 5.7249 -0.56
H -2.0341 -0.6715 5.2593 0.38
H -1.4070 0.8680 4.4872 0.28
H -0.7931 -0.6918 4.0132 -0.37
H -0.4523 0.4392 6.4886 0.29
C -0.2221 1.8423 -3.8735 -0.53
O -1.5820 1.6347 -4.1685 -0.55
H 0.0399 1.8570 -2.8156 -0.09
H 0.3555 1.0749 -4.3888 0.31
H 0.1510 2.7376 -4.3709 0.50
H -1.8159 2.3517 -4.7625 0.34
C 1.2287 -3.4908 -0.9216 -0.09
O 2.4384 -3.3808 -1.6427 -0.71
H 0.9841 -2.5732 -0.3865 -0.10
H 0.4602 -3.7113 -1.6625 0.12
H 1.1888 -4.3643 -0.2709 0.42
H 3.1222 -2.9590 -1.1171 0.31
C -0.2574 0.1610 0.0038 0.70
O -0.6924 -0.0726 1.3214 1.13
H -0.7821 1.0203 -0.4136 -0.37
H 0.8199 0.3264 0.0120 -0.50
H -0.5001 -0.7192 -0.5917 -0.14
H -0.8927 -0.9958 1.4921 -0.57
C 4.5277 0.4053 0.5327 -0.24
O 4.9000 1.5154 1.3451 -0.53
H 3.4469 0.2975 0.4420 -0.09
H 4.8412 0.4879 -0.5079 0.17
H 5.0071 -0.4910 0.9262 0.42
H 4.7643 1.2382 2.2541 0.32
C -0.7058 -1.7680 -3.9904 -0.29
O -1.9336 -1.1318 -3.8502 -0.58
H -0.6791 -2.8540 -3.9014 0.31
H -0.3081 -1.4739 -4.9617 0.39
H -0.0410 -1.3210 -3.2513 -0.15
H -1.7482 -0.1923 -3.7819 0.37
C -1.9341 3.3349 1.2749 -0.56
O -1.9904 2.3149 2.2157 -0.51
H -1.9816 4.2845 1.8079 0.29
H -0.9809 3.3203 0.7463 0.14
H -2.7538 3.1387 0.5838 0.30
H -1.5607 1.5659 1.7962 0.13
C -2.4449 -3.6564 -1.0385 -0.18
O -1.6194 -4.3744 -0.1210 -0.45
H -1.8315 -2.8910 -1.5138 -0.15
H -2.8135 -4.3142 -1.8256 0.37
H -3.2762 -3.1054 -0.5988 0.19
H -1.7601 -5.3225 -0.1757 0.26
C 3.5012 -0.2455 -2.8845 -0.92
O 2.5649 -0.5880 -1.8695 -0.12
H 4.4472 -0.7658 -2.7348 0.31
H 3.1425 -0.6188 -3.8437 0.31
H 3.7481 0.8144 -2.8229 0.22
H 2.3854 -1.5113 -2.0617 0.25
C -1.7033 -3.3789 2.9418 -0.81
O -0.8376 -2.8642 1.9648 -0.11
H -1.3101 -4.3075 3.3555 0.27
H -1.8445 -2.6719 3.7594 0.19
H -2.6574 -3.7073 2.5296 0.35
H -0.9235 -3.3718 1.1545 0.06
C 2.7865 3.1652 -1.9406 -0.43
O 3.0213 3.4285 -3.3130 -0.55
H 2.0773 2.3677 -1.7189 -0.12
H 3.7197 2.8687 -1.4619 0.31
H 2.4324 4.1014 -1.5088 0.49
H 3.0277 4.3603 -3.5439 0.32
C 1.8097 2.3017 2.0776 0.44
O 1.6772 3.6722 2.4067 -0.60
H 1.9281 2.1055 1.0120 -0.28
H 2.6093 1.8668 2.6772 0.14
H 0.9826 1.7163 2.4793 0.01
H 1.5102 3.8285 3.3391 0.32
C -3.6536 3.1211 -2.1930 -0.13
O -3.6350 4.4553 -1.6709 -0.52
H -3.5185 3.2121 -3.2708 0.23
H -2.7982 2.5916 -1.7735 -0.17
H -4.5289 2.4945 -2.0220 0.30
H -2.7505 4.8166 -1.7636 0.30
C -3.6838 -0.7679 1.1380 -0.06
O -4.8714 -1.2677 0.6436 -0.59
H -2.9846 -0.8772 0.3089 -0.10
H -3.7543 0.3025 1.3313 0.27
H -3.3174 -1.3772 1.9642 0.07
H -5.1979 -0.7700 -0.1096 0.33
C 1.9280 -1.5276 3.1500 -0.59
O 2.3097 -0.5532 4.1248 -0.54
H 1.5811 -2.4627 3.5897 0.44
H 1.1094 -1.2234 2.4978 0.01
H 2.8231 -1.7951 2.5883 0.32
H 1.6166 -0.4973 4.7867 0.36
```

Kohn-Sham gap = 9.77 eV


Top of the stability list: B, leading by 97.4 kJ/mol.


--- A ---
Below is a cluster of 2 separate species, C4H8Cl4 in total, with properties calculated with ωB97M-V/def2-TZVPD.

Geometry as XYZ:
```
16
Properties=species:S:1:pos:R:3:mulliken_charge:R:1
Cl -0.7664 21.4777 15.7583 -0.15
C -1.3115 22.6376 16.9696 -0.19
C -1.6204 24.0052 16.3952 -0.43
Cl -2.9375 23.8757 15.1770 -0.19
H -0.5466 22.6807 17.7451 0.04
H -2.1842 22.2726 17.5122 0.30
H -0.7649 24.4842 15.9283 0.33
H -2.0066 24.6717 17.1627 0.29
Cl 2.7776 20.9832 16.8501 -0.16
C 3.2896 20.8402 18.5819 -0.47
C 2.1496 21.2164 19.5029 -0.43
Cl 0.7463 20.1157 19.3782 -0.16
H 4.1713 21.4659 18.6703 0.31
H 3.5804 19.8050 18.7471 0.31
H 1.8130 22.2242 19.2662 0.28
H 2.5030 21.2282 20.5327 0.34
```

Kohn-Sham gap = 11.16 eV


--- B ---
Below is a cluster of 2 separate species, C4H8Cl4 in total, with properties calculated with ωB97M-V/def2-TZVPD.

Geometry as XYZ:
```
16
Properties=species:S:1:pos:R:3:mulliken_charge:R:1
Cl -1.5241 -2.5938 4.1050 -0.20
C -0.7173 -0.9749 4.1282 -0.47
C 0.3131 -0.8354 3.0782 -0.35
Cl 0.8637 0.8272 2.8943 -0.18
H -0.3400 -0.8972 5.1478 0.32
H -1.6106 -0.3617 4.0089 0.31
H -0.1403 -1.2050 2.1584 0.28
H 1.1588 -1.4747 3.3312 0.29
Cl 0.7292 3.0061 -3.5770 -0.18
C -0.2436 1.5314 -3.8446 -0.39
C 0.5780 0.3163 -3.3484 -0.50
Cl 1.8817 -0.2678 -4.4075 -0.17
H -0.5343 1.4375 -4.8910 0.31
H -1.1947 1.6388 -3.3230 0.28
H -0.1254 -0.4927 -3.1515 0.29
H 0.9058 0.3459 -2.3093 0.36
```

Kohn-Sham gap = 11.25 eV


Top of the stability list: A, leading by 36.8 kJ/mol.


--- A ---
Below is a cluster of 4 separate species, C5H14O3 in total, with properties calculated with ωB97M-V/def2-TZVPD.

Geometry as XYZ:
```
22
Properties=species:S:1:pos:R:3:mulliken_charge:R:1
C 1.9091 -1.0559 0.3622 -1.09
C 1.9095 0.5063 0.2102 -0.43
C -1.3860 2.4245 0.7696 -0.29
O -2.0052 -0.4245 0.3212 -0.61
C -0.2517 1.8555 0.2824 -0.42
C 0.8326 1.2059 0.9300 0.28
H 2.6212 -1.4347 -0.3429 0.37
H 2.0950 -1.2519 1.4895 0.31
H 0.8963 -1.3690 0.1413 0.39
H 2.8827 0.9658 0.3350 0.48
H 1.7692 0.7874 -0.8607 0.31
H -1.7984 2.1851 1.7451 0.30
H -1.9025 3.0860 0.0838 0.26
H -1.5030 -1.1861 0.0971 0.43
H -0.1714 1.8828 -0.7846 0.14
H 0.8650 1.1610 2.0489 0.31
H -0.0939 -1.4460 -1.2519 0.24
H -0.7987 -3.2600 0.0929 0.16
O -0.6441 -2.6107 -0.5974 -1.01
H -0.8414 -0.3680 -2.0809 0.30
H -1.4347 0.1584 0.8409 0.27
O 0.0576 -0.6276 -1.8272 -0.69
```

Kohn-Sham gap = 3.96 eV


--- B ---
Below is a cluster of 2 separate species, C5H14O3 in total, with properties calculated with ωB97M-V/def2-TZVPD.

Geometry as XYZ:
```
22
Properties=species:S:1:pos:R:3:mulliken_charge:R:1
O -2.6954 -1.2706 1.0101 -0.52
C -1.3624 -1.0225 1.4230 -0.70
C -0.3413 -1.2089 0.2925 -0.35
C 0.9867 -0.5160 0.5830 -0.59
C 1.8300 -0.4287 -0.6992 -0.66
C 1.9784 0.9989 -1.2227 -0.66
O 2.5109 1.8872 -0.2216 -0.53
H -2.9124 -0.7345 0.2409 0.33
H -1.2733 -0.0445 1.8907 0.32
H -1.2044 -1.7247 2.2417 0.39
H -0.7981 -0.8455 -0.6180 0.37
H -0.2280 -2.2937 0.2133 0.20
H 1.5457 -1.0347 1.3588 0.31
H 0.7956 0.5018 0.9158 0.38
H 2.8188 -0.8866 -0.6549 0.42
H 1.3469 -0.9601 -1.5288 0.32
H 1.0235 1.4292 -1.5123 0.27
H 2.6295 1.0291 -2.0884 0.37
H 3.4061 1.6036 -0.0386 0.31
O -2.4130 1.1695 -0.8718 -0.58
H -2.5381 1.7142 -1.6458 0.27
H -2.9681 1.5429 -0.1975 0.30
```

Kohn-Sham gap = 10.31 eV


Top of the stability list: B, leading by 497.1 kJ/mol.


--- A ---
Below is a structure of composition C10H14N2S, with properties calculated with ωB97M-V/def2-TZVPD.

Geometry as XYZ:
```
27
Properties=species:S:1:pos:R:3:mulliken_charge:R:1
C -4.4711 -0.3460 -0.3995 -0.82
C -3.3340 -0.4428 0.6968 -1.31
C -1.9895 0.0345 0.3932 0.98
C -1.0805 -0.9091 0.0314 -0.29
C 0.1635 -0.6066 -0.3230 -0.43
C 0.5396 0.8034 -0.3301 0.82
C 1.9208 1.3230 -0.8414 -0.87
C 3.9622 -0.5465 -0.0098 0.66
C -0.3621 1.7878 -0.0234 -0.58
C -1.6363 1.3682 0.5797 -0.72
H -3.9636 -0.8286 -1.2298 0.30
H -5.2706 -1.1072 -0.0802 0.27
H -4.8197 0.8058 -0.5157 0.26
H -3.3403 -1.4655 0.9768 0.48
H -3.6253 0.1472 1.6455 0.35
H -1.5606 -1.9712 -0.2357 0.12
H 0.8146 -1.4492 -0.5926 0.34
H 2.5993 0.8045 -1.6759 0.35
H 1.9493 2.3969 -0.8571 0.29
H 5.2716 -1.6928 1.1698 0.26
H 5.5057 0.3236 1.2279 0.27
H 3.6792 -2.4817 -0.5176 0.18
H -0.1899 2.9048 -0.2303 0.21
H -2.3887 2.1294 0.7153 0.34
N 4.8828 -0.5776 0.9419 -0.49
N 3.3533 -1.4760 -0.6842 -0.68
S 3.3901 1.0715 0.1680 -0.30
```

Kohn-Sham gap = 9.04 eV


--- B ---
Below is the molecule C10H14N2S, with properties calculated with ωB97M-V/def2-TZVPD.

Geometry as XYZ:
```
27
Properties=species:S:1:pos:R:3:mulliken_charge:R:1
C 0.1797 -2.9267 -1.4993 -1.81
C 0.4484 -1.4577 -1.4351 1.85
C 1.3308 -0.9819 -2.6027 -1.45
C -0.8985 -0.8507 -1.4835 -1.50
N -0.8592 0.5237 -1.0701 -0.22
C -0.3655 0.9035 0.2121 0.18
C -1.0178 1.9337 0.9787 -0.91
C -0.5816 2.1012 2.3160 1.23
N -1.1954 3.0229 3.1038 -0.55
C 0.5564 1.5520 2.8465 -0.96
C 1.1712 0.4845 2.0348 -0.69
C 0.6610 0.1607 0.7970 0.49
S 1.4363 -1.2722 0.0775 -0.30
H 1.0259 -3.4428 -1.9776 0.40
H -0.1045 -3.3388 -0.5167 0.44
H -0.6565 -3.2987 -2.1668 0.34
H 1.5347 0.0921 -2.2808 0.34
H 2.3108 -1.4592 -2.7465 0.40
H 0.7793 -1.0761 -3.5617 0.32
H -1.6580 -1.3265 -0.9073 0.35
H -1.3897 -0.8853 -2.4364 0.48
H -0.5694 1.2638 -1.7604 0.29
H -1.8645 2.5526 0.6438 0.30
H -2.2414 3.1881 3.0392 0.24
H -0.7506 2.9868 3.9830 0.19
H 0.8629 1.7310 3.8886 0.19
H 1.8550 -0.1800 2.5241 0.36
```

Kohn-Sham gap = 8.07 eV


Top of the stability list: B, leading by 242.3 kJ/mol.